Computed, not measured: one molecule with the formula C7H13N3O4 at a distorted geometry, with the ωB97M-V functional and the def2-TZVPD basis.

The value obtained for the gap between HOMO and LUMO is 0.3649 Eh. For the total energy, the calculation gives -20130.897 eV. The energy above the lowest of the compared OMol25 structures with the same formula, charge and spin comes out at 1.243 eV. The value obtained for the HOMO energy is -9.455 eV. As for the structure (SMILES): NC(=O)CC[C@H](N)C(=O)NCC(=O)O. As for the LUMO energy: 0.0175 Ha. The calculation puts the max |F| at 3.48 eV/A.

Structure (ORCA input):
```
! RIJCOSX wB97M-V def2-TZVPD def2/J DEFGRID3
* xyz 0 1
C 0.522 -0.379 0.546
C 0.615 -0.782 -0.948
C 0.879 1.061 0.652
C 1.000 1.753 1.951
C -0.264 1.790 2.783
C -0.435 -1.371 -3.142
C -1.778 -1.759 -3.684
H 2.379 -1.227 0.690
H 1.108 -2.204 1.235
H -0.491 -0.628 0.936
H 0.203 1.622 -0.045
H 1.751 1.314 0.163
H 1.387 2.769 1.855
H 1.676 1.109 2.509
H 0.595 3.108 4.191
H -0.922 2.391 4.577
H -1.451 -0.945 -1.345
H 0.079 -0.573 -3.788
H 0.235 -2.264 -3.124
H -3.588 -1.830 -3.107
N 1.534 -1.250 1.309
N -0.144 2.428 3.987
N -0.480 -1.021 -1.676
O 1.742 -0.681 -1.419
O -1.334 1.328 2.396
O -2.063 -2.304 -4.707
O -2.757 -1.454 -2.794
*
```